Molecular formula: C4H11NSi2
Method: DFT, wB97M-V/def2-TZVPD

**Energy relative to the best compared isomer or geometry (same formula, charge and spin)**: 0.839 eV
**Molecular weight**: 129.3 g mol⁻¹
**E**: -21569.7764 eV
**SMILES**: C=C[SiH](C=C)N[SiH3]
**HOMO energy**: -9.009 eV
**Gap between HOMO and LUMO**: 9.91 eV

Element x y z (Å)
C 2.922 0.783 -0.094
C 1.733 1.362 0.011
Si 0.202 0.367 0.486
C 0.691 -1.400 -0.102
C -0.196 -2.343 -0.103
N -1.276 0.779 -0.392
Si -2.882 0.625 0.237
H 3.866 1.487 -0.220
H 3.191 -0.319 -0.052
H 1.858 2.454 -0.261
H -0.347 0.645 1.947
H 1.674 -1.628 -0.723
H 0.202 -3.396 -0.462
H -1.182 -2.144 0.223
H -1.010 1.026 -1.352
H -3.550 0.980 -1.029
H -3.013 1.508 1.310
H -2.882 -0.786 0.576

Results of the Löwdin charge analysis, in e, for atoms 1 through 2:
1. C -0.126
2. C -0.291